1.
Entry from the OMol25 dataset: C19H27HfN5O3 as an isolated structure (ωB97M-V/def2-TZVPD).

net charge	+4
relative energy (zero: lowest compared OMol25 entry of this formula, charge and spin)	0.00	kJ/mol
maximum force	0.29525	Eh/bohr

Positions of all 55 atoms, in Å:
N (-0.48, 2.92, -0.49)
C (-0.15, 4.00, -0.75)
C (0.14, 5.42, -0.82)
H (-0.80, 5.97, -0.98)
H (0.82, 5.63, -1.65)
H (0.59, 5.74, 0.14)
N (2.52, -1.64, -0.87)
C (3.38, -2.20, -1.41)
C (4.55, -2.96, -1.78)
H (5.11, -2.44, -2.56)
H (4.25, -3.95, -2.15)
H (5.18, -3.08, -0.89)
N (-2.83, -0.75, -0.51)
C (-3.69, -1.49, -0.77)
C (-4.88, -2.31, -0.83)
H (-4.83, -3.08, -0.03)
H (-4.96, -2.80, -1.81)
H (-5.77, -1.68, -0.67)
Hf (0.10, -0.06, -1.32)
C (-0.20, -2.17, -0.60)
O (-0.32, -3.13, 0.04)
C (1.95, 1.06, -0.59)
O (2.86, 1.50, -0.03)
C (0.69, 1.23, -3.02)
C (-0.71, 1.29, -2.92)
C (-1.47, 0.10, -2.93)
C (-0.82, -1.15, -3.03)
C (0.60, -1.22, -3.14)
C (1.37, -0.03, -3.12)
H (1.27, 2.16, -2.93)
H (-1.24, 2.24, -2.81)
H (-2.56, 0.17, -2.84)
H (-1.42, -2.06, -2.95)
H (1.10, -2.19, -3.08)
H (2.45, -0.07, -3.05)
C (-2.03, 1.31, 1.67)
N (-1.09, 0.68, 2.59)
C (-1.53, 0.56, 3.96)
C (-0.02, 0.04, 2.05)
O (0.03, 0.02, 0.77)
N (0.95, -0.54, 2.79)
C (1.14, -0.35, 4.21)
C (2.03, -1.30, 2.16)
H (-2.76, 1.86, 2.27)
H (-2.56, 0.60, 1.03)
H (-1.53, 2.02, 0.99)
H (-1.53, -0.50, 4.28)
H (-0.90, 1.16, 4.63)
H (-2.55, 0.94, 4.01)
H (0.41, -0.96, 4.78)
H (2.14, -0.72, 4.45)
H (1.08, 0.71, 4.47)
H (1.94, -1.32, 1.08)
H (3.00, -0.85, 2.43)
H (2.03, -2.33, 2.54)

=====

2.
Entry from the OMol25 dataset: one molecule with the formula C19H27N3O2 (ωB97M-V/def2-TZVPD).

net charge	0
relative energy (zero: lowest compared OMol25 entry of this formula, charge and spin)	24.15	kJ/mol
maximum force	0.01551	Eh/bohr
SMILES string	CCCCC1(CCCC)C(=O)NC(=Nc2cccc(C)c2)NC1=O

Positions of all 51 atoms, in Å:
C (4.62, 0.09, -3.25)
C (3.50, -0.80, -2.72)
C (2.95, -0.28, -1.39)
C (1.82, -1.16, -0.88)
H (0.97, -1.05, -1.57)
H (2.12, -2.21, -0.92)
C (1.34, -0.86, 0.57)
C (1.53, 0.62, 0.84)
O (2.48, 1.10, 1.41)
N (0.55, 1.43, 0.32)
C (-0.71, 1.05, -0.07)
N (-1.50, 1.92, -0.54)
C (-2.83, 1.71, -0.87)
C (-3.74, 1.20, 0.05)
C (-5.09, 1.08, -0.27)
C (-5.51, 1.45, -1.54)
C (-4.61, 1.96, -2.46)
C (-3.27, 2.10, -2.13)
H (-2.56, 2.49, -2.84)
H (-4.95, 2.25, -3.44)
H (-6.55, 1.35, -1.81)
C (-6.07, 0.56, 0.74)
H (-6.83, -0.05, 0.26)
H (-5.57, -0.04, 1.50)
H (-6.56, 1.40, 1.23)
H (-3.40, 0.94, 1.04)
N (-1.00, -0.30, 0.10)
C (-0.13, -1.26, 0.56)
O (-0.54, -2.36, 0.84)
H (-1.96, -0.58, -0.05)
H (0.70, 2.43, 0.38)
C (2.05, -1.72, 1.63)
C (3.58, -1.75, 1.58)
C (4.17, -2.64, 2.67)
C (3.98, -2.07, 4.08)
H (2.94, -2.08, 4.37)
H (4.35, -1.05, 4.13)
H (4.53, -2.67, 4.80)
H (3.72, -3.63, 2.62)
H (5.24, -2.74, 2.48)
H (3.96, -0.73, 1.70)
H (3.90, -2.14, 0.61)
H (1.74, -1.35, 2.61)
H (1.67, -2.74, 1.53)
H (3.76, -0.23, -0.66)
H (2.58, 0.74, -1.54)
H (2.69, -0.85, -3.45)
H (3.88, -1.82, -2.57)
H (5.00, -0.30, -4.19)
H (4.25, 1.10, -3.42)
H (5.44, 0.14, -2.54)

=====

3.
Entry from the OMol25 dataset: one molecule with the formula C19H27N3O2 (ωB97M-V/def2-TZVPD).

net charge	0
relative energy (zero: lowest compared OMol25 entry of this formula, charge and spin)	144.20	kJ/mol
maximum force	0.01186	Eh/bohr
SMILES string	Cc1c(C)n(C)c2ccc(C(=O)NCCCN3CCOCC3)cc12

Positions of all 51 atoms, in Å:
C (2.13, 2.42, 1.24)
C (3.01, 1.42, 0.57)
C (4.32, 1.55, 0.21)
N (4.76, 0.38, -0.39)
C (3.73, -0.51, -0.42)
C (3.66, -1.80, -0.93)
C (2.46, -2.47, -0.83)
C (1.34, -1.88, -0.21)
C (1.41, -0.59, 0.29)
C (2.61, 0.11, 0.18)
H (0.55, -0.10, 0.72)
C (0.08, -2.68, -0.16)
O (-0.24, -3.45, -1.04)
N (-0.67, -2.49, 0.95)
H (-0.36, -1.82, 1.64)
C (-2.00, -3.02, 1.10)
C (-3.06, -1.92, 1.10)
C (-3.09, -1.19, -0.25)
N (-3.69, 0.13, -0.13)
C (-5.13, 0.07, 0.05)
C (-5.67, 1.49, 0.26)
O (-5.36, 2.33, -0.82)
C (-3.97, 2.37, -1.02)
C (-3.39, 0.97, -1.27)
H (-2.31, 1.04, -1.39)
H (-3.83, 0.56, -2.20)
H (-3.80, 3.01, -1.89)
H (-3.48, 2.81, -0.14)
H (-6.76, 1.48, 0.34)
H (-5.24, 1.90, 1.19)
H (-5.36, -0.53, 0.93)
H (-5.63, -0.38, -0.83)
H (-2.06, -1.04, -0.59)
H (-3.60, -1.81, -1.00)
H (-4.02, -2.37, 1.32)
H (-2.83, -1.19, 1.88)
H (-2.06, -3.59, 2.04)
H (-2.15, -3.70, 0.26)
H (2.35, -3.46, -1.22)
H (4.50, -2.28, -1.41)
C (6.09, 0.18, -0.90)
H (6.20, -0.86, -1.21)
H (6.84, 0.40, -0.14)
H (6.28, 0.82, -1.77)
C (5.25, 2.70, 0.37)
H (4.73, 3.55, 0.80)
H (5.67, 3.00, -0.59)
H (6.08, 2.44, 1.04)
H (1.16, 2.46, 0.75)
H (1.96, 2.14, 2.28)
H (2.57, 3.41, 1.23)

=====

4.
Entry from the OMol25 dataset: one molecule with the formula C19H27N3O5S (ωB97M-V/def2-TZVPD).

net charge	0
relative energy (zero: lowest compared OMol25 entry of this formula, charge and spin)	71.02	kJ/mol
maximum force	0.01327	Eh/bohr
SMILES string	CCc1cc(C(=O)OC)c(NC(=O)CN2CCN(C(=O)[C@H]3CCCO3)CC2)s1

Positions of all 55 atoms, in Å:
C (6.56, 2.50, -0.61)
H (5.97, 2.85, -1.45)
H (6.30, 3.07, 0.28)
H (7.61, 2.67, -0.83)
C (6.32, 1.01, -0.37)
C (4.89, 0.69, -0.08)
C (3.83, 1.51, 0.05)
C (2.61, 0.83, 0.34)
C (2.81, -0.54, 0.43)
N (1.82, -1.45, 0.66)
C (2.00, -2.79, 0.60)
O (3.09, -3.31, 0.44)
C (0.69, -3.54, 0.76)
N (-0.37, -2.75, 0.18)
C (-1.69, -2.98, 0.74)
H (-1.69, -2.57, 1.76)
C (-2.74, -2.27, -0.13)
N (-2.15, -1.14, -0.81)
C (-2.40, 0.16, -0.60)
O (-1.88, 1.03, -1.27)
C (-3.39, 0.50, 0.54)
C (-3.65, 2.02, 0.61)
H (-3.23, 2.49, -0.28)
C (-5.17, 2.13, 0.62)
H (-5.56, 2.11, 1.64)
C (-5.57, 0.84, -0.10)
H (-5.47, 0.96, -1.19)
H (-6.57, 0.48, 0.13)
O (-4.65, -0.13, 0.36)
H (-5.54, 3.02, 0.11)
H (-3.19, 2.47, 1.49)
H (-2.95, 0.12, 1.47)
C (-1.12, -1.51, -1.76)
C (-0.40, -2.77, -1.27)
H (0.63, -2.77, -1.64)
H (-0.89, -3.68, -1.66)
H (-1.55, -1.67, -2.75)
H (-0.43, -0.66, -1.82)
H (-3.12, -2.96, -0.90)
H (-3.59, -1.95, 0.47)
H (-1.94, -4.06, 0.80)
H (0.50, -3.65, 1.83)
H (0.79, -4.55, 0.33)
H (0.88, -1.06, 0.77)
S (4.44, -0.99, 0.16)
C (1.29, 1.41, 0.51)
O (0.31, 0.77, 0.87)
O (1.25, 2.71, 0.23)
C (-0.04, 3.31, 0.28)
H (0.08, 4.32, -0.12)
H (-0.39, 3.35, 1.31)
H (-0.74, 2.74, -0.32)
H (3.86, 2.58, -0.05)
H (6.94, 0.67, 0.46)
H (6.63, 0.45, -1.26)

=====

So what do the calculations give for HOMO energy? Going down the list: -0.732, -0.314, -0.287, -0.291 Eh.
So what do the calculations give for LUMO energy? Going down the list: -0.5971, 0.0241, 0.0237, 0.0259 Eh.